No. 1
This record from OMol25 describes a structure of composition C29H46N6RuSSi4Te. The level of theory is wB97M-V/def2-TZVPD.

Values from the calculation:
E_LUMO (spin up / spin down)   -0.1589 / -0.1637 Eh
Multiplicity   2
Charge   +1
Largest force on an atom   2.94 eV/Å
DFT total energy   -91976.628 eV
Kohn-Sham gap (spin up / spin down)   0.206 / 0.197 Ha
Energy relative to the best compared isomer or geometry (same formula, charge and spin)   326.00 kJ/mol
HOMO level (spin up / spin down)   -9.94 / -9.80 eV

Positions of all 88 atoms, in Å:
Ru (-2.146, -0.217, -0.008)
H (5.493, 1.208, -1.560)
H (5.741, -1.859, 1.393)
Si (3.234, 2.854, 0.966)
C (5.053, 2.975, 1.532)
H (0.587, -0.135, -2.243)
Si (3.531, -1.104, 2.345)
H (3.508, -2.604, -1.147)
C (-0.889, 2.894, -1.219)
C (-5.992, -1.775, 0.521)
H (1.884, 1.504, -2.820)
C (2.929, -1.970, -1.812)
C (-3.423, -3.011, 0.620)
H (3.118, -3.232, 1.066)
H (-2.932, -5.248, 3.104)
H (5.726, -0.256, -0.625)
Te (0.143, 0.235, 1.161)
H (-8.117, -1.621, 0.564)
C (-0.680, -0.020, -3.913)
H (-2.827, 0.275, -4.154)
Si (2.657, 0.503, 0.710)
C (-2.276, 4.225, 0.718)
N (-3.571, 0.924, 0.791)
H (2.402, 0.196, -3.869)
H (-3.004, -2.811, 2.708)
C (-3.598, -5.264, -0.206)
C (5.429, -1.269, 2.247)
C (-7.183, -1.085, 0.625)
H (-3.851, -3.525, -1.425)
C (-4.775, -1.078, 0.565)
Si (3.381, -0.134, -1.548)
C (2.718, -2.792, 1.974)
C (-1.337, 4.907, -0.003)
H (5.706, 2.439, 0.851)
H (5.196, 2.558, 2.523)
H (3.849, 3.256, -1.440)
H (1.881, -2.167, -1.595)
C (-7.194, 0.295, 0.819)
N (-3.543, -1.625, 0.450)
H (-5.988, -2.845, 0.382)
C (3.025, -0.378, 4.032)
H (-6.004, 2.073, 1.063)
C (-3.154, -3.509, 1.895)
N (-0.389, -0.038, -2.487)
C (2.718, 0.854, -3.063)
H (2.176, 4.704, 2.324)
H (0.066, 4.763, -1.637)
H (5.755, -0.317, -2.375)
C (5.267, 0.146, -1.521)
H (3.496, 1.490, -3.472)
C (-0.644, 4.236, -1.020)
H (2.127, 3.490, -1.208)
H (-3.341, -6.818, 1.244)
C (-3.634, -3.901, -0.433)
N (-1.756, 2.190, -0.501)
H (2.123, 3.179, 3.185)
H (1.961, -0.172, 4.059)
H (-2.244, -1.286, -4.779)
H (3.124, -2.303, -2.828)
C (-3.123, -4.873, 2.111)
S (-0.695, -2.094, -0.714)
C (-2.122, -0.544, -3.988)
N (-3.465, 2.198, 1.059)
N (-2.355, -1.129, -2.671)
C (-2.494, 2.854, 0.440)
H (-3.780, -5.945, -1.024)
H (5.816, -1.763, 3.132)
C (3.102, 3.665, -0.766)
H (-0.593, 0.995, -4.306)
H (0.012, -0.672, -4.461)
H (3.254, -1.052, 4.849)
H (-2.792, -2.043, -2.631)
H (3.542, 0.555, 4.226)
H (1.646, -2.689, 1.832)
H (5.917, -0.304, 2.180)
C (-4.798, 0.334, 0.774)
C (-6.013, 1.006, 0.904)
H (2.872, -3.512, 2.772)
H (-8.134, 0.815, 0.896)
H (-0.365, 2.346, -1.992)
C (-1.270, -0.894, -1.832)
H (-2.860, 4.684, 1.497)
C (-3.354, -5.754, 1.067)
H (5.395, 4.005, 1.562)
H (0.994, 3.483, 1.887)
H (-1.125, 5.948, 0.195)
H (3.256, 4.741, -0.729)
C (2.020, 3.638, 2.208)

No. 2
This record from OMol25 describes a structure of composition C29H46P2Yb. The level of theory is wB97M-V/def2-TZVPD.

Values from the calculation:
E_LUMO (spin up / spin down)   -0.1071 / -0.1378 Eh
Multiplicity   2
Charge   +1
Largest force on an atom   7.82 eV/Å
DFT total energy   -80913.390 eV
Kohn-Sham gap (spin up / spin down)   0.209 / 0.178 Ha
Energy relative to the best compared isomer or geometry (same formula, charge and spin)   364.20 kJ/mol
HOMO level (spin up / spin down)   -8.60 / -8.60 eV

Positions of all 78 atoms, in Å:
H (-0.676, 3.535, -7.879)
C (-0.013, 0.375, 3.420)
C (-0.151, 2.376, -3.488)
H (-1.447, 1.484, -8.374)
H (1.030, -0.981, -3.493)
C (-1.256, 2.777, -2.576)
H (3.069, 1.105, 2.995)
H (-2.257, -2.007, -0.787)
H (0.485, 4.062, -6.595)
C (-0.606, -1.940, 0.557)
H (-1.290, 4.007, -6.254)
H (2.100, -3.987, 1.153)
H (1.170, 2.762, -0.533)
H (-3.536, 0.337, -2.565)
H (-1.235, -3.466, -0.782)
H (2.509, 4.851, -0.270)
C (-2.056, 0.172, 1.055)
H (-2.518, 1.087, -7.001)
C (-1.499, 0.974, -7.399)
H (3.734, -1.296, -4.825)
P (-0.354, 1.823, -6.257)
H (4.167, 5.051, 1.593)
H (2.065, 2.189, -6.105)
C (0.567, -2.519, 1.129)
H (2.995, -1.055, 2.479)
H (-1.957, -0.092, -1.937)
C (-0.017, -0.682, 2.378)
H (-1.922, 1.111, 1.614)
H (-3.085, 2.395, -1.587)
H (-2.157, 0.444, -0.008)
C (2.250, -1.739, 2.936)
H (-2.817, -0.474, -4.488)
H (4.448, 3.161, 3.218)
C (2.642, 4.033, 0.442)
C (0.939, -1.714, 2.242)
H (-1.147, 3.758, -2.101)
C (-1.223, -2.366, -0.728)
H (-1.038, 0.659, 3.696)
H (-3.024, -0.261, 1.363)
C (-0.946, -0.789, 1.314)
H (1.619, 1.177, -7.516)
H (-0.598, 2.198, -4.530)
H (-2.073, 1.088, -4.754)
C (0.561, -0.119, -4.031)
C (3.724, 3.096, 2.394)
C (2.064, 1.838, 1.204)
H (0.505, 1.277, 3.070)
C (1.880, 2.845, 0.291)
C (-2.027, 0.198, -4.108)
C (2.943, 1.909, 2.257)
H (2.673, -2.752, 2.917)
H (0.493, 0.026, 4.333)
H (1.971, -2.274, -6.577)
C (-2.322, 2.014, -2.275)
H (-1.282, -0.093, -7.535)
C (3.564, 4.147, 1.484)
C (1.403, 1.367, -6.441)
H (-0.693, -2.016, -1.639)
H (4.037, -0.078, -6.086)
C (-0.460, 3.537, -6.804)
H (2.216, -2.908, -0.244)
C (3.484, -0.276, -5.159)
H (1.468, -1.006, -7.720)
H (0.932, -4.143, -0.192)
Yb (1.134, -0.546, 0.344)
C (1.295, -1.417, -6.708)
C (-0.793, -0.539, -4.301)
H (0.445, 0.843, -2.061)
H (0.533, 3.243, -3.554)
C (0.686, 1.138, -3.103)
C (-2.467, 0.585, -2.657)
H (3.808, 0.452, -4.399)
H (1.749, 1.432, -3.080)
H (2.130, -1.429, 3.985)
H (0.255, -1.751, -6.641)
C (1.493, -3.432, 0.424)
H (-0.904, -1.538, -4.767)
P (1.722, -0.166, -5.473)

No. 3
This record from OMol25 describes a structure of composition C29H47BN9ORuS4. The level of theory is wB97M-V/def2-TZVPD.

Values from the calculation:
E_LUMO (spin up / spin down)   -0.2476 / -0.2556 Eh
Multiplicity   2
Charge   +2
Largest force on an atom   3.49 eV/Å
DFT total energy   -92881.113 eV
Kohn-Sham gap (spin up / spin down)   0.234 / 0.224 Ha
Energy relative to the best compared isomer or geometry (same formula, charge and spin)   246.46 kJ/mol
HOMO level (spin up / spin down)   -13.09 / -13.05 eV

Positions of all 92 atoms, in Å:
N (-5.260, -1.249, -0.776)
C (0.481, -3.157, -2.016)
H (2.549, -3.637, -2.139)
H (5.378, -0.695, -1.790)
C (-0.885, 1.625, 2.953)
C (1.973, 3.712, -2.098)
H (0.339, -2.977, 5.267)
C (2.181, -1.213, 4.242)
S (-3.724, -2.097, 1.618)
N (1.341, -0.859, -0.758)
H (-4.300, -4.786, 1.691)
C (3.780, -0.482, 0.387)
H (4.829, -0.266, 0.575)
N (-0.114, -0.706, 1.647)
C (1.626, 5.160, -1.713)
H (5.320, -2.571, 0.123)
C (-0.433, -2.182, -1.522)
H (1.175, 5.201, -0.724)
C (4.342, -0.938, -2.008)
H (3.681, 4.164, -3.320)
C (2.220, -1.766, -1.090)
C (3.668, -1.501, -0.748)
H (2.034, -0.427, 4.979)
Ru (-2.939, -0.420, -0.196)
H (0.027, 4.020, -3.977)
H (2.386, 3.059, -0.073)
S (-3.254, 0.922, -2.276)
H (4.326, -1.659, -2.821)
H (3.771, 3.743, -0.930)
H (2.658, -2.049, 4.748)
C (-1.713, 1.649, -2.329)
C (-2.454, 2.946, -4.362)
H (0.265, 0.847, 4.581)
C (4.353, -2.802, -0.313)
H (2.845, 2.697, -3.822)
C (1.119, -2.847, 2.665)
H (0.761, -4.950, -3.135)
H (1.570, -3.674, 3.206)
H (2.541, 5.747, -1.697)
N (-0.749, 1.331, -1.435)
S (-2.109, -2.445, -1.600)
C (-0.045, -4.343, -2.738)
H (-2.669, 2.055, -4.952)
H (3.758, -3.321, 0.436)
N (-4.767, -4.399, 0.887)
N (0.411, 1.977, -1.372)
C (2.890, 3.116, -1.034)
H (-4.282, 2.389, 3.116)
H (2.859, -0.841, 3.476)
H (3.834, -0.031, -2.332)
C (-1.297, 1.365, 1.647)
H (-5.963, -0.691, -0.276)
N (0.055, -1.051, -0.982)
S (-2.604, 2.208, 0.855)
H (2.174, 4.287, -4.204)
H (-0.274, -1.340, 5.450)
C (-4.832, 1.894, 2.316)
H (-2.110, 3.734, -5.025)
C (2.703, 3.710, -3.451)
H (-0.460, 3.273, 4.210)
C (-1.442, 2.637, -3.321)
H (-3.389, 3.255, -3.896)
H (-5.424, 1.082, 2.735)
O (-3.946, 1.298, 1.378)
H (-5.334, -5.020, 0.329)
H (3.272, 0.445, 0.142)
N (-5.343, -2.604, -0.425)
C (0.859, -1.682, 3.621)
H (0.190, -3.185, 2.214)
H (3.208, 2.119, -1.323)
H (-0.649, -4.956, -2.069)
H (3.345, -0.881, 1.299)
C (0.201, -0.534, 2.897)
H (1.794, -2.541, 1.871)
H (-2.064, 2.616, 4.445)
C (0.682, 2.939, -2.217)
H (-1.052, -2.450, 4.318)
H (4.523, -3.469, -1.153)
H (-1.723, 3.600, 3.009)
H (-0.694, -4.018, -3.551)
C (-1.316, 2.852, 3.686)
C (-4.655, -3.101, 0.618)
H (-5.382, -1.127, -1.783)
B (-0.828, 0.104, -0.494)
C (-0.230, 3.268, -3.249)
H (0.945, 5.619, -2.425)
H (-5.482, 2.615, 1.816)
C (1.814, -2.931, -1.789)
C (-0.097, -2.137, 4.733)
N (-0.764, 0.265, 0.955)
C (-0.081, 0.680, 3.575)
H (-5.919, -3.221, -0.992)